Below is an isolated molecule of C4H11NO2, with properties calculated with wB97M-V/def2-TZVPD.

Its SMILES is OCCCNCO. The value obtained for the strongest force on any atom is 0.0278 hartree/bohr. The total energy comes out at -364.21239 hartree. Its LUMO energy is 1.0 eV. For the energy above the lowest of the compared OMol25 structures with the same formula, charge and spin, the calculation gives 1.5178 eV.

Each line ends with the natural charge from an NBO analysis.
Positions of all 18 atoms, in Å:
C (-0.40, 0.43, 0.56)  -0.222
O (1.87, -0.73, 2.43)  -0.759
H (-0.83, -0.57, 0.65)  0.198
C (1.60, -0.92, 1.00)  0.098
H (-2.57, -0.56, -1.17)  0.457
H (0.83, -1.68, 0.92)  0.157
C (-0.92, 1.14, -0.67)  -0.433
C (-0.92, 0.22, -1.88)  -0.065
H (1.58, 1.07, 0.66)  0.373
N (1.03, 0.25, 0.47)  -0.645
H (-1.92, 1.54, -0.52)  0.197
H (0.05, -0.24, -1.96)  0.190
H (2.04, -1.60, 2.80)  0.461
H (-1.23, 0.80, -2.74)  0.164
H (2.54, -1.21, 0.55)  0.158
H (-0.31, 2.01, -0.89)  0.213
H (-0.62, 0.94, 1.50)  0.184
O (-1.84, -0.87, -1.72)  -0.726

=====

Below is a cluster of 2 separate species, C4H11NO2 in total, with properties calculated with wB97M-V/def2-TZVPD.

Its SMILES is CCC(=O)NC.O. The value obtained for the strongest force on any atom is 0.0506 hartree/bohr. The total energy comes out at -364.22803 hartree. Its LUMO energy is 0.6 eV. For the energy above the lowest of the compared OMol25 structures with the same formula, charge and spin, the calculation gives 1.0923 eV.

Each line ends with the natural charge from an NBO analysis.
Positions of all 18 atoms, in Å:
H (0.35, -1.35, -2.86)  0.215
N (0.34, -0.48, -0.97)  -0.648
C (-0.65, 1.67, -0.11)  -0.496
H (1.93, -1.13, -2.28)  0.195
H (-0.72, -1.00, 2.72)  0.474
C (0.90, -1.45, -1.97)  -0.412
H (0.87, -2.47, -1.60)  0.207
O (-0.30, 1.19, -2.44)  -0.631
H (-0.52, 1.81, 2.05)  0.211
C (0.05, 1.42, 1.22)  -0.618
H (-0.76, -2.49, 3.07)  0.476
C (-0.10, 0.80, -1.29)  0.676
H (0.24, 0.33, 1.40)  0.192
H (-1.79, 1.36, -0.07)  0.230
H (-0.51, 2.67, -0.55)  0.243
H (0.27, -0.94, -0.01)  0.417
O (-0.69, -1.88, 2.37)  -0.947
H (1.10, 1.94, 1.30)  0.216

=====

Below is a cluster of 2 separate species, C4H11NO2 in total, with properties calculated with wB97M-V/def2-TZVPD.

Its SMILES is CC(=O)N(C)C.O. The value obtained for the strongest force on any atom is 0.0159 hartree/bohr. The total energy comes out at -364.25076 hartree. Its LUMO energy is 0.7 eV. For the energy above the lowest of the compared OMol25 structures with the same formula, charge and spin, the calculation gives 0.4738 eV.

Each line ends with the natural charge from an NBO analysis.
Positions of all 18 atoms, in Å:
C (-1.00, 1.48, 0.64)  -0.410
O (0.89, -1.05, -1.04)  -0.670
C (1.23, 0.52, 1.15)  -0.411
H (-1.92, 1.21, 0.14)  0.218
C (0.06, -0.16, -0.85)  0.698
N (0.06, 0.56, 0.31)  -0.427
C (-0.93, 0.20, -1.92)  -0.721
H (-1.82, -0.43, -1.87)  0.241
H (0.74, -2.73, -0.09)  0.497
H (-1.22, 1.43, 1.72)  0.205
H (1.43, 1.53, 1.52)  0.194
H (1.20, -3.06, 1.35)  0.460
H (-1.21, 1.25, -1.94)  0.218
H (-0.72, 2.52, 0.47)  0.192
O (0.55, -3.30, 0.67)  -0.966
H (2.07, 0.13, 0.59)  0.237
H (-0.49, 0.00, -2.89)  0.248
H (1.08, -0.11, 2.03)  0.196

=====

Below is a cluster of 2 separate species, C4H11NO2 in total, with properties calculated with wB97M-V/def2-TZVPD.

Its SMILES is NCCCC=O.O. The value obtained for the strongest force on any atom is 0.0109 hartree/bohr. The total energy comes out at -364.22482 hartree. Its LUMO energy is 0.7 eV. For the energy above the lowest of the compared OMol25 structures with the same formula, charge and spin, the calculation gives 1.1798 eV.

Each line ends with the natural charge from an NBO analysis.
Positions of all 18 atoms, in Å:
C (0.27, -0.22, 1.79)  -0.211
H (0.92, -0.21, -0.27)  0.237
H (1.86, 1.47, -2.46)  0.464
C (-1.91, -0.21, -1.32)  0.467
C (-1.15, -0.88, -0.21)  -0.525
O (1.57, 0.55, -2.54)  -0.959
H (0.63, 0.61, -2.76)  0.492
H (-0.75, -1.83, -0.57)  0.244
N (1.41, 0.51, 2.34)  -0.827
C (0.01, -0.02, 0.30)  -0.412
H (-3.01, -0.18, -1.20)  0.112
H (-0.25, 1.03, 0.13)  0.194
H (-1.81, -1.17, 0.61)  0.212
H (2.27, 0.02, 2.12)  0.353
H (1.51, 1.43, 1.92)  0.350
H (-0.61, 0.06, 2.35)  0.177
O (-1.38, 0.34, -2.26)  -0.554
H (0.43, -1.29, 2.01)  0.185

=====

Below is a cluster of 3 separate species, C4H11NO2 in total, with properties calculated with wB97M-V/def2-TZVPD.

The value obtained for the strongest force on any atom is 0.0507 hartree/bohr. The total energy comes out at -364.11485 hartree. Its LUMO energy (spin up / spin down) is 0.4 / 0.4 eV. For the energy above the lowest of the compared OMol25 structures with the same formula, charge and spin, the calculation gives 4.1720 eV.

Each line ends with the natural charge from an NBO analysis.
Positions of all 18 atoms, in Å:
N (-0.68, 0.45, -0.91)  -0.752
H (2.03, 0.89, -0.75)  0.438
H (-0.56, 2.82, -0.51)  0.485
H (1.48, -2.45, 0.93)  0.234
H (0.97, -0.80, 1.29)  0.222
H (-2.28, -0.56, 0.83)  0.229
C (1.54, -1.41, 0.58)  -0.687
H (0.12, 0.86, -1.45)  0.408
H (-1.76, 0.66, 2.02)  0.228
C (0.95, -1.33, -0.78)  0.055
H (-3.14, 0.99, 0.98)  0.232
H (-0.03, -1.77, -0.87)  0.207
O (1.78, 0.36, -1.51)  -0.910
H (1.56, -1.68, -1.60)  0.201
H (2.58, -1.07, 0.59)  0.226
C (-1.25, 1.11, -0.01)  0.569
O (-1.14, 2.46, 0.17)  -0.699
C (-2.16, 0.50, 1.02)  -0.684

=====

Below is a cluster of 2 separate species, C4H11NO2 in total, with properties calculated with wB97M-V/def2-TZVPD.

Its SMILES is CC(=O)N(C)C.O. The value obtained for the strongest force on any atom is 0.0633 hartree/bohr. The total energy comes out at -364.19852 hartree. Its LUMO energy is 0.6 eV. For the energy above the lowest of the compared OMol25 structures with the same formula, charge and spin, the calculation gives 1.8955 eV.

Each line ends with the natural charge from an NBO analysis.
Positions of all 18 atoms, in Å:
H (0.77, 1.31, 1.75)  0.212
N (-0.06, 1.29, -0.33)  -0.451
C (-0.13, 0.53, -1.47)  0.665
H (-1.84, 1.91, -0.34)  0.214
H (-0.76, -4.53, 2.16)  0.472
H (-0.82, -3.55, 3.38)  0.472
H (-0.72, 3.17, -1.14)  0.228
C (-0.92, 2.46, -0.30)  -0.411
O (-0.79, 0.86, -2.46)  -0.642
O (-0.25, -3.85, 2.63)  -0.943
H (-0.91, 3.00, 0.74)  0.202
H (0.16, -0.27, 1.03)  0.213
H (1.66, 0.70, 0.38)  0.208
C (0.68, 0.69, 0.76)  -0.415
C (0.77, -0.73, -1.62)  -0.718
H (1.65, -0.63, -0.89)  0.210
H (0.32, -1.71, -1.63)  0.242
H (1.19, -0.66, -2.64)  0.244

=====

Below is a cluster of 2 separate species, C4H11NO2 in total, with properties calculated with wB97M-V/def2-TZVPD.

Its SMILES is CC(=O)O.CCN. The value obtained for the strongest force on any atom is 0.0333 hartree/bohr. The total energy comes out at -364.22579 hartree. Its LUMO energy is 0.5 eV. For the energy above the lowest of the compared OMol25 structures with the same formula, charge and spin, the calculation gives 1.1532 eV.

Each line ends with the natural charge from an NBO analysis.
Positions of all 18 atoms, in Å:
H (0.23, -0.28, -0.59)  0.181
H (0.49, -1.06, -2.20)  0.182
H (-0.73, -2.33, 0.10)  0.351
H (-0.40, 1.18, 2.11)  0.240
C (0.53, -1.19, -1.12)  -0.211
C (-0.54, 1.51, 1.08)  -0.745
H (-0.64, 0.65, 0.44)  0.240
H (2.39, -1.13, 0.18)  0.204
H (-0.03, -3.20, -0.99)  0.352
H (2.26, -2.46, -1.03)  0.202
O (-2.93, 1.42, 0.94)  -0.556
O (-2.00, 3.46, 1.13)  -0.673
C (-1.97, 2.10, 1.07)  0.797
C (2.02, -1.43, -0.79)  -0.632
N (-0.40, -2.27, -0.86)  -0.837
H (-1.11, 3.77, 1.34)  0.482
H (0.24, 2.18, 0.75)  0.214
H (2.59, -0.92, -1.56)  0.208

=====

Below is a cluster of 2 separate species, C4H11NO2 in total, with properties calculated with wB97M-V/def2-TZVPD.

Its SMILES is CCNC(C)=O.O. The value obtained for the strongest force on any atom is 0.0441 hartree/bohr. The total energy comes out at -364.21997 hartree. Its LUMO energy is 0.9 eV. For the energy above the lowest of the compared OMol25 structures with the same formula, charge and spin, the calculation gives 1.3116 eV.

Each line ends with the natural charge from an NBO analysis.
Positions of all 18 atoms, in Å:
O (0.11, 3.95, 0.02)  -0.950
C (0.45, -1.58, 0.42)  -0.211
H (0.14, 0.37, 1.20)  0.398
H (-2.38, -0.20, -0.07)  0.222
C (-0.43, 0.46, -0.73)  0.738
H (2.42, -1.24, 1.03)  0.225
H (0.47, -2.00, -0.58)  0.195
C (-1.86, -0.03, -1.00)  -0.732
H (0.14, 4.81, -0.43)  0.462
H (2.12, -2.87, 0.77)  0.225
H (-1.79, -0.97, -1.57)  0.233
H (-2.36, 0.75, -1.56)  0.238
H (0.05, 3.35, -0.73)  0.486
N (0.26, -0.14, 0.33)  -0.720
O (0.01, 1.36, -1.39)  -0.560
C (1.66, -2.01, 1.23)  -0.630
H (1.48, -1.99, 2.30)  0.215
H (-0.52, -2.01, 0.74)  0.166

=====

Below is a cluster of 2 separate species, C4H11NO2 in total, with properties calculated with wB97M-V/def2-TZVPD.

Its SMILES is CCN(C)C=O.O. The value obtained for the strongest force on any atom is 0.0898 hartree/bohr. The total energy comes out at -364.21049 hartree. Its LUMO energy is 0.8 eV. For the energy above the lowest of the compared OMol25 structures with the same formula, charge and spin, the calculation gives 1.5695 eV.

Each line ends with the natural charge from an NBO analysis.
Positions of all 18 atoms, in Å:
N (-0.16, -0.68, 0.41)  -0.443
H (-0.67, 2.20, -0.38)  0.225
H (-1.89, -1.68, 0.48)  0.129
H (0.84, 1.80, 0.42)  0.208
O (0.20, 0.58, -2.65)  -0.937
H (0.19, -0.23, -3.20)  0.473
H (0.28, 0.22, -1.77)  0.464
H (1.56, -1.85, -0.13)  0.255
H (-1.83, 0.47, 1.03)  0.216
O (-0.59, -2.69, -0.61)  -0.608
C (-1.00, -1.62, -0.16)  0.496
H (-0.40, 0.47, 2.08)  0.180
H (1.82, -0.06, -0.22)  0.202
H (-0.33, 2.52, 1.41)  0.221
C (1.31, -0.88, 0.31)  -0.444
C (-0.73, 0.50, 1.03)  -0.214
H (1.64, -0.90, 1.37)  0.205
C (-0.24, 1.84, 0.57)  -0.628

=====

Below is a cluster of 2 separate species, C4H11NO2 in total, with properties calculated with wB97M-V/def2-TZVPD.

The value obtained for the strongest force on any atom is 0.0666 hartree/bohr. The total energy comes out at -363.91279 hartree. Its charge is +1. Its LUMO energy (spin up / spin down) is -3.9 / -9.4 eV. For the energy above the lowest of the compared OMol25 structures with the same formula, charge and spin, the calculation gives 0.4244 eV. Its spin multiplicity is 2.

Each line ends with the natural charge from an NBO analysis.
Positions of all 18 atoms, in Å:
H (-1.03, 1.90, -2.79)  0.221
H (0.37, 1.55, -0.73)  0.209
H (-0.31, -0.36, -2.32)  0.417
C (1.70, -1.42, 2.61)  -0.669
H (1.11, -1.34, 3.55)  0.264
H (-2.48, 1.29, -2.00)  0.221
C (0.79, -1.17, 1.41)  0.779
H (2.49, -0.67, 2.63)  0.289
H (-1.07, 1.05, 0.17)  0.206
O (1.47, -1.04, 0.28)  -0.568
C (-0.64, 1.07, -0.84)  -0.233
O (-0.45, -1.09, 1.50)  -0.141
C (-1.51, 1.83, -1.81)  -0.635
H (-1.75, 2.86, -1.45)  0.251
H (2.15, -2.43, 2.53)  0.296
H (0.76, -0.77, -0.47)  0.486
N (-0.41, -0.34, -1.27)  -0.790
H (-1.19, -0.91, -1.02)  0.396

=====

Below is a cluster of 2 separate species, C4H11NO2 in total, with properties calculated with wB97M-V/def2-TZVPD.

The value obtained for the strongest force on any atom is 0.0418 hartree/bohr. The total energy comes out at -363.88959 hartree. Its charge is +1. Its LUMO energy (spin up / spin down) is -3.5 / -8.0 eV. For the energy above the lowest of the compared OMol25 structures with the same formula, charge and spin, the calculation gives 1.0556 eV. Its spin multiplicity is 2.

Each line ends with the natural charge from an NBO analysis.
Positions of all 18 atoms, in Å:
C (0.29, 1.00, -0.49)  -0.170
H (-2.41, -2.80, 0.65)  0.502
O (0.36, 1.67, 1.79)  -0.369
H (0.51, -0.29, 1.41)  0.159
C (0.39, 0.75, 1.07)  0.447
H (-1.71, 1.49, -0.95)  0.259
H (-1.41, -2.02, 1.62)  0.481
H (0.49, -1.60, -0.50)  0.248
C (1.29, -1.19, -1.12)  -0.484
H (0.95, -1.45, -2.12)  0.263
H (-1.60, 0.02, -0.10)  0.266
H (0.44, 2.05, -0.71)  0.258
H (1.70, 0.65, -1.94)  0.423
H (2.28, -1.59, -0.90)  0.265
O (-1.93, -1.99, 0.82)  -0.975
C (-1.15, 0.57, -0.92)  -0.626
H (-1.35, 0.17, -1.91)  0.253
N (1.35, 0.27, -1.06)  -0.200

=====

Below is a cluster of 2 separate species, C4H11NO2S in total, with properties calculated with wB97M-V/def2-TZVPD.

The value obtained for the strongest force on any atom is 0.0171 hartree/bohr. The total energy comes out at -762.38427 hartree. Its charge is -1. Its LUMO energy (spin up / spin down) is 3.2 / 3.2 eV. For the energy above the lowest of the compared OMol25 structures with the same formula, charge and spin, the calculation gives 0.5449 eV. Its spin multiplicity is 2.

Each line ends with the natural charge from an NBO analysis.
Positions of all 19 atoms, in Å:
C (-1.08, 1.73, 0.68)  0.512
H (0.24, -0.91, 2.80)  0.199
H (1.59, 0.24, -1.10)  0.209
O (-2.05, 1.02, 0.86)  -0.673
H (-0.41, -0.70, 0.67)  0.234
N (0.19, 1.26, 0.73)  -0.635
C (1.50, -0.51, -0.33)  -0.606
C (0.52, -0.16, 0.79)  -0.125
H (-2.27, 0.76, -1.65)  0.488
C (1.06, -0.52, 2.19)  -0.648
H (-1.15, 2.79, 0.40)  0.113
H (0.94, 1.93, 0.78)  0.353
O (-2.01, 1.63, -1.96)  -0.959
S (0.93, -2.19, -1.25)  -0.626
H (1.82, -1.31, 2.15)  0.204
H (1.51, -3.05, -0.40)  0.105
H (1.49, 0.33, 2.71)  0.198
H (-2.55, 1.84, -2.75)  0.461
H (2.48, -0.82, 0.05)  0.196

=====

Below is a cluster of 3 separate species, C4H11NO2S in total, with properties calculated with wB97M-V/def2-TZVPD.

The value obtained for the strongest force on any atom is 0.0787 hartree/bohr. The total energy comes out at -762.17996 hartree. Its LUMO energy is -4.8 eV. For the energy above the lowest of the compared OMol25 structures with the same formula, charge and spin, the calculation gives 7.3303 eV.

Each line ends with the natural charge from an NBO analysis.
Positions of all 19 atoms, in Å:
C (0.69, -0.50, -1.43)  0.694
C (0.07, 0.76, -0.91)  -0.540
H (0.11, -2.37, -2.02)  0.408
H (1.43, 0.60, 0.77)  0.331
H (0.52, 2.35, 0.39)  0.227
H (-1.02, 0.68, -0.97)  0.272
H (0.53, 1.51, -1.59)  0.253
H (-3.89, -1.20, 0.42)  0.123
H (-0.48, -0.34, 1.40)  0.241
O (2.19, -0.69, 0.88)  -0.728
H (-0.83, -1.68, -0.71)  0.399
H (-1.45, 1.22, 1.37)  0.265
H (-0.06, 1.00, 2.55)  0.235
N (-0.01, -1.66, -1.31)  -0.814
S (-2.69, -0.72, 0.14)  -0.398
C (-0.44, 0.74, 1.56)  -0.604
C (0.50, 1.27, 0.49)  -0.261
H (3.12, -0.48, 1.06)  0.454
O (1.73, -0.49, -2.07)  -0.557